No. 1
{
  "formula": "C4H11NO2Si",
  "method": "wB97M-V/def2-TZVPD",
  "elements": ["C", "C", "C", "C", "N", "O", "O", "Si", "H", "H", "H", "H", "H", "H", "H", "H", "H", "H", "H"],
  "xyz": [[-0.1448, -1.1673, -1.2861], [1.2591, 1.3639, 0.1901], [-0.0300, -1.1226, 1.7668], [-1.7865, 1.0183, -0.0142], [-2.8599, 0.2560, 0.1144], [-4.0150, 0.6202, 0.1170], [-2.6386, -1.0127, 0.0736], [-0.2072, 0.0818, 0.2643], [-1.1856, -0.8754, -1.8596], [0.7761, -1.2088, -1.8617], [-0.5394, -2.2209, -0.8880], [1.0395, 1.9428, 1.0513], [2.1820, 0.6735, 0.2379], [1.1669, 1.7447, -0.8032], [0.8659, -1.7979, 1.5374], [-0.0308, -0.4210, 2.7053], [-0.9835, -1.8163, 1.7671], [-2.0258, 2.0344, -0.0817], [-1.3113, -0.0013, -2.4186]],
  "total_charge": 0,
  "orbital_gap_ha": [0.3222, 0.2109],
  "e_homo_ev": [-9.71, -8.38],
  "e_lumo_ev": [-0.9, -2.6]
}

---

No. 2
{
  "formula": "C3H4O3",
  "method": "wB97M-V/def2-TZVPD",
  "elements": ["C", "C", "O", "O", "C", "O", "H", "H", "H", "H"],
  "xyz": [[0.7064, 0.4977, 0.5182], [-0.5694, 0.8367, 0.0966], [0.9653, -0.5244, 1.3457], [0.0361, -1.0099, -1.0536], [-1.1208, -0.1414, -0.7731], [-2.2105, -0.3694, -1.2099], [1.8900, -0.5150, 1.6261], [-0.2614, -1.9281, -1.1649], [1.4532, 1.2922, 0.5959], [-0.8888, 1.8615, 0.0192]],
  "smiles": "O=C(O)/C=C\\O",
  "total_charge": 0,
  "orbital_gap_ha": 0.3373,
  "e_homo_ev": -9.08,
  "e_lumo_ev": 0.1
}

---

No. 3
{
  "formula": "CO7S2",
  "method": "wB97M-V/def2-TZVPD",
  "elements": ["C", "O", "O", "O", "O", "O", "O", "O", "S", "S"],
  "xyz": [[0.1047, 1.1305, -1.8731], [-0.6068, 1.9246, -1.3359], [0.5223, -1.5852, 2.8287], [0.9875, 1.0220, -2.6746], [0.7652, -1.5362, -1.4140], [-1.6229, -0.9680, -1.2103], [-1.1940, 0.0907, 2.1079], [1.0722, 0.8454, 2.3889], [-0.2035, -0.6261, -0.8778], [0.1751, -0.2978, 2.0601]],
  "total_charge": -2,
  "orbital_gap_ha": [0.2443, 0.2376],
  "e_homo_ev": [-0.42, -0.32],
  "e_lumo_ev": [6.2, 6.1]
}

---

The evaluated E for the records listed, in turn: -653.43240; -342.36583; -1361.16752 Ha.
The evaluated ΔE to the lowest compared entry with this formula, charge and spin for the records listed, in turn: 8.391; 2.452; 0.890 eV.